The following is a DFT calculation (ωB97M-V/def2-TZVPD) of the molecule C2H4BrNO at a distorted geometry.

E_LUMO (spin up / spin down)   0.85 / -3.39 eV
Calculated total energy   -2782.36881 a.u.
Multiplicity   3
⟨S²⟩   2.01
Highest occupied orbital energy (spin up / spin down)   -5.23 / -10.20 eV
Relative energy (zero: lowest compared OMol25 entry of this formula, charge and spin)   199.4 kJ/mol
Frontier orbital gap (spin up / spin down)   6.0874 / 6.8039 eV

XYZ file:
```
9
Properties=species:S:1:pos:R:3:lowdin_charge:R:1
Br 3.65790 -0.08354 -0.01952 0.732
O 1.04522 -0.85966 0.14187 -0.211
N 1.30008 1.45962 -0.21258 0.143
C -0.40350 -0.87216 0.02526 -0.099
C 1.83079 0.37580 -0.06440 -0.940
H 1.80160 2.24098 -0.56140 0.066
H -0.74767 -1.75664 -0.65508 0.107
H -0.83486 0.10865 -0.34963 0.084
H -0.76943 -1.11892 1.12190 0.117
```

***

The following is a DFT calculation (ωB97M-V/def2-TZVPD) of a structure of composition C34H43BN11V at a distorted geometry.

E_LUMO (spin up / spin down)   -6.55 / -5.63 eV
Calculated total energy   -2892.36347 a.u.
Multiplicity   3
⟨S²⟩   2.01
Total charge   +2
Highest occupied orbital energy (spin up / spin down)   -14.01 / -14.01 eV
Frontier orbital gap (spin up / spin down)   7.4638 / 8.3833 eV

XYZ file:
```
90
Properties=species:S:1:pos:R:3:lowdin_charge:R:1
V -0.25133 -0.23673 0.20081 1.061
N 0.23297 -2.33758 -0.74608 -0.065
N 0.13392 0.10063 -1.88462 0.075
N 3.58743 -1.77753 0.75350 0.216
N -1.54309 1.86426 1.49329 0.000
N -1.86296 -0.35931 2.64260 -0.013
N -0.29174 1.58323 0.98577 -0.013
N -2.38838 0.03182 -0.50591 0.059
N 1.65592 -0.71705 0.85884 0.046
N 0.41131 -0.65129 -3.94955 0.209
N -3.17494 0.19285 0.60222 -0.029
N -0.90481 -1.10185 2.00832 0.027
C -3.24216 -0.24878 -1.51604 -0.244
C 3.71016 -0.86704 1.80460 -0.172
C 2.48248 -0.22116 1.88343 -0.211
C 0.32440 -3.25404 2.53565 -0.373
C 0.38099 2.92736 -4.90069 -0.044
C 0.36915 2.78406 0.89216 -0.231
C -2.89356 -0.28226 -2.97847 -0.373
C 1.43021 -3.34646 3.58856 -0.029
C -2.15879 -0.89914 3.81919 -0.013
C 0.22448 1.20476 -2.75273 -0.203
C 1.69730 -2.60144 -0.69311 -0.075
C 4.47164 0.25407 3.72430 -0.045
C 4.74203 -0.63667 2.70617 0.011
C 3.21587 0.87603 3.84585 -0.045
C 0.42370 0.73908 -4.04702 -0.167
C 0.03725 2.56646 -2.51980 -0.018
C 2.17914 4.45033 0.42388 -0.055
C 2.20486 0.64905 2.93515 -0.026
C 0.52940 1.58101 -5.14986 0.012
C -0.63067 -2.14024 2.83589 -0.236
C -1.39741 -2.03761 3.98848 0.027
C -4.45880 0.00544 0.30124 -0.025
C -3.19799 1.08497 -3.60282 -0.030
C 1.85138 2.97317 0.64394 -0.339
C 2.34668 -1.65722 0.26003 -0.301
C -0.20363 -2.29943 -2.15040 -0.092
C -0.43097 -4.58179 2.41216 -0.041
C 2.54499 2.13987 -0.43768 -0.050
C 0.19178 -0.96247 -2.66634 -0.337
C -3.63992 -1.39796 -3.71211 -0.050
C -0.49516 3.79423 1.27509 0.019
C 0.11984 3.41113 -3.60489 -0.044
C -1.67424 3.16936 1.65045 -0.009
C -4.55236 -0.29424 -1.03872 0.017
B -2.57697 0.77143 1.89128 -0.498
H 4.28231 -2.44424 0.45661 0.185
H -4.70492 -1.17633 -3.78678 0.086
H -0.93313 -4.83455 3.34619 0.091
H -0.28561 4.84679 1.32390 0.118
H 5.69451 -1.14297 2.63422 0.124
H 5.23618 0.46234 4.45942 0.119
H -2.90144 -0.44468 4.45379 0.142
H 3.58752 1.99375 -0.15230 0.097
H -0.03068 4.47225 -3.46186 0.118
H -3.26514 -1.49948 -4.73142 0.087
H 2.11063 1.15749 -0.59265 0.033
H -1.19798 -4.54722 1.63442 0.083
H 1.66098 4.84289 -0.45387 0.091
H -1.82784 -0.44586 -3.09992 0.075
H 2.30282 2.68918 1.60082 0.121
H 1.23204 1.10853 3.04304 0.114
H 0.44129 -1.30530 -4.71684 0.187
H -2.66203 1.88422 -3.09011 0.076
H -0.26611 -3.07744 -0.25888 0.125
H 1.00983 -3.63015 4.55432 0.092
H -3.42015 1.26170 2.58318 0.134
H 2.53882 2.66000 -1.39430 0.082
H -1.40355 -2.70599 4.83145 0.126
H 0.20077 -3.11939 -2.74973 0.146
H -1.29488 -2.36319 -2.17544 0.130
H 2.12828 -2.52659 -1.69332 0.141
H -5.22093 0.12925 1.05259 0.140
H 0.44767 3.62772 -5.72151 0.119
H -3.54324 -2.36314 -3.21070 0.081
H 3.24934 4.55708 0.24997 0.094
H 1.92641 5.07072 1.28172 0.085
H -0.18902 2.94554 -1.53356 0.106
H 0.26079 -5.39286 2.18059 0.089
H -4.26604 1.29917 -3.54682 0.093
H -2.90447 1.09524 -4.65360 0.090
H 1.88308 -3.62154 -0.34614 0.148
H -5.44797 -0.46987 -1.60716 0.121
H 2.15304 -4.11436 3.30917 0.090
H 0.69680 1.20259 -6.14851 0.124
H 3.03944 1.54162 4.67919 0.119
H 0.78470 -3.04673 1.57624 0.076
H 1.95575 -2.39994 3.71740 0.076
H -2.58729 3.57842 2.05118 0.144
```

***

The following is a DFT calculation (ωB97M-V/def2-TZVPD) of a cluster of 6 separate species, C42H92N4O6 in total at a distorted geometry.

SMILES string   CC1(C)CCCC(C)(C)N1O.CC1(C)CCCC(C)(C)N1O.CC1(C)CCCC(C)(C)N1O.CC1(C)CCCC(C)(C)N1O.CC(C)O.CC(C)O
E_LUMO   0.53 eV
Calculated total energy   -2325.71881 a.u.
Highest occupied orbital energy   -7.77 eV
Relative energy (zero: lowest compared OMol25 entry of this formula, charge and spin)   0.0 kJ/mol
Frontier orbital gap   8.2982 eV

XYZ file:
```
144
Properties=species:S:1:pos:R:3:lowdin_charge:R:1
O -16.39900 7.21564 24.43514 -0.010
O -15.28264 3.59243 30.09792 -0.043
O -16.10970 2.02338 27.94594 -0.084
O -20.69351 7.21644 25.59542 -0.052
O -21.56639 2.57258 28.48749 -0.021
O -9.97513 6.06691 26.13228 -0.020
N -15.63500 4.71199 30.89147 -0.083
N -9.10781 6.61335 27.13565 -0.079
N -21.56656 1.27362 27.94706 -0.093
N -15.51905 6.37371 25.12998 -0.106
C -20.56761 6.26184 26.64748 -0.488
C -7.85676 7.00688 26.52116 -0.529
C -14.14263 6.80665 25.01499 -0.511
C -19.82477 1.89186 26.29464 -0.016
C -14.94593 4.08200 25.77972 -0.133
C -14.72500 5.81606 30.74420 -0.512
C -6.91559 7.48092 27.62228 -0.152
C -15.89998 4.54850 23.51252 -0.015
C -21.13298 -0.19844 26.07193 -0.143
C -9.82582 7.47323 28.05128 -0.511
C -10.90133 6.70181 28.82436 -0.035
C -20.51031 -1.16467 27.07038 -0.185
C -10.46822 8.70620 27.39279 -0.015
C -21.38618 5.00592 26.56650 -0.062
C -20.72981 7.01580 27.97876 -0.055
C -22.23499 1.95742 25.66719 -0.032
C -17.56328 5.13931 29.42048 -0.015
C -17.78162 3.67974 31.44393 -0.022
C -14.58473 6.37662 29.31377 -0.011
C -13.46003 4.35853 25.56313 -0.157
C -16.08224 -0.02698 29.13927 -0.061
C -19.87730 0.54182 29.58137 -0.039
C -13.64979 6.95450 23.53694 -0.019
C -16.58120 7.35011 31.53175 -0.167
C -15.44147 0.75039 28.01244 -0.461
C -7.48143 8.45666 28.63721 -0.172
C -17.46041 6.11747 31.72928 -0.130
C -21.21456 -1.12866 28.40768 -0.130
C -8.86795 8.01348 29.13025 -0.138
C -21.21756 1.25753 26.55114 -0.495
C -15.91404 4.96941 24.98876 -0.502
C -17.29620 4.83828 25.59911 -0.025
C -13.30826 5.37463 31.20785 -0.018
C -17.08762 4.90882 30.86882 -0.488
C -7.16980 5.83085 25.81697 -0.041
C -14.00017 8.18866 25.65010 -0.030
C -7.95405 8.15265 25.46633 -0.024
C -15.14308 6.88780 31.73634 -0.157
C -22.30551 0.35671 30.09972 -0.029
C -21.27097 0.30274 28.97400 -0.524
C -13.20185 5.84495 25.74125 -0.137
C -15.79236 0.10357 26.68395 -0.059
H -21.17158 4.43425 27.47121 0.066
H -18.63385 4.90512 29.39622 0.077
H -11.68568 6.32075 28.16822 0.060
H -17.11591 -0.26580 28.89291 0.062
H -22.11108 -0.62676 25.81918 0.118
H -16.73137 8.20861 32.18450 0.114
H -19.48985 6.06358 26.62875 0.107
H -16.57974 5.08061 22.84665 0.086
H -21.93640 2.04259 24.62297 0.100
H -8.89194 8.06178 24.91385 0.082
H -18.08923 5.41707 25.11664 0.079
H -22.23397 1.35799 30.53164 0.076
H -19.14402 0.62631 28.78109 0.050
H -20.54267 -0.28690 25.15990 0.117
H -23.16753 1.38269 25.64207 0.086
H -12.96275 8.49639 25.76225 0.061
H -12.20193 6.10627 25.38865 0.103
H -17.40642 5.86718 32.79266 0.119
H -15.18093 0.46766 25.85510 0.073
H -21.45249 7.80005 25.67809 0.081
H -12.93354 3.75197 26.30389 0.109
H -12.54271 6.12298 31.04143 0.066
H -16.19151 3.49891 23.39068 0.086
H -15.63131 -0.98034 26.74483 0.081
H -19.74993 1.53243 30.04612 0.073
H -7.96609 9.11190 25.98102 0.064
H -17.21722 5.22289 26.61928 0.069
H -11.34113 7.43691 29.49776 0.081
H -19.13964 1.81793 27.14334 0.071
H -15.25099 3.07608 25.49191 0.110
H -14.88465 4.66902 23.14172 0.058
H -6.09480 8.02931 27.13814 0.123
H -6.13488 6.06988 25.58958 0.086
H -15.33954 7.09384 29.00307 0.071
H -16.83664 7.79607 25.06653 0.108
H -20.45598 -2.17751 26.66227 0.114
H -22.43554 5.29125 26.46240 0.098
H -15.61743 -1.01087 29.30232 0.083
H -14.54365 8.16926 26.60354 0.083
H -6.39959 6.61367 28.04321 0.120
H -13.61013 6.84268 29.17761 0.056
H -14.39147 7.69185 31.66523 0.127
H -19.87815 2.96327 26.08742 0.045
H -14.53135 8.96719 25.09577 0.084
H -19.60405 -0.11195 30.41035 0.092
H -9.37358 8.85292 29.61341 0.115
H -15.13689 4.21844 26.84536 0.097
H -12.78961 7.63057 23.56579 0.079
H -17.71899 3.83087 25.60844 0.081
H -17.36238 2.72308 31.12831 0.072
H -16.82855 0.20449 26.35758 0.071
H -22.49735 2.80448 28.52172 0.109
H -7.50714 9.52103 28.39178 0.109
H -22.48726 2.94751 26.05460 0.049
H -18.48781 6.43900 31.53704 0.125
H -7.74768 5.54204 24.94182 0.081
H -20.56491 6.28072 28.77473 0.064
H -20.03684 7.83194 28.15601 0.077
H -9.92307 5.13415 26.36261 0.108
H -23.31736 0.36931 29.68387 0.087
H -9.76243 9.34951 26.87482 0.068
H -10.40557 5.87255 29.32738 0.094
H -18.83812 3.70182 31.17934 0.081
H -6.77565 8.42894 29.47490 0.109
H -17.40038 6.14272 29.03386 0.075
H -14.35603 0.84847 28.10326 0.137
H -13.34177 6.06461 26.80586 0.090
H -16.01519 0.40292 30.14296 0.076
H -22.25843 -1.44089 28.30238 0.124
H -14.96253 6.67974 32.79982 0.122
H -11.23232 8.39689 26.67242 0.059
H -16.03045 2.42651 28.82359 0.033
H -19.26886 1.41527 25.48410 0.084
H -21.77168 7.35286 28.03361 0.081
H -13.38475 5.98353 23.13215 0.065
H -21.11762 4.34955 25.73893 0.060
H -19.44739 -0.89117 27.13185 0.104
H -14.61777 3.17011 30.65006 0.109
H -7.12959 8.08878 24.76111 0.081
H -14.56987 5.47974 28.68603 0.078
H -13.12547 3.94704 24.60548 0.109
H -17.16297 4.40295 28.72034 0.068
H -10.97810 9.33695 28.12448 0.090
H -22.11092 -0.44538 30.80312 0.088
H -17.68085 3.64568 32.53261 0.086
H -20.65429 -1.76181 29.09245 0.119
H -14.36177 7.51948 22.93548 0.082
H -13.42160 5.13292 32.26619 0.087
H -13.02624 4.45903 30.67992 0.079
H -8.67931 7.33251 29.96779 0.118
H -16.68252 7.70088 30.50071 0.095
H -7.15828 4.99918 26.53271 0.088
```

***

The following is a DFT calculation (ωB97M-V/def2-TZVPD) of the molecule C5H10N2O at a distorted geometry.

SMILES string   C[C@]1(C(N)N)CC1=O
E_LUMO   -0.11 eV
Calculated total energy   -381.17590 a.u.
Highest occupied orbital energy   -9.10 eV
Relative energy (zero: lowest compared OMol25 entry of this formula, charge and spin)   287.6 kJ/mol
Frontier orbital gap   8.9887 eV

XYZ file:
```
18
Properties=species:S:1:pos:R:3:lowdin_charge:R:1
O 1.89060 1.29728 -0.65913 0.085
N -1.31782 -0.23708 -1.50893 0.048
N 0.67009 -1.20656 -1.40805 0.054
C -1.21663 0.85507 1.21674 -0.028
C 1.22978 0.10518 1.31642 0.001
C -0.01879 0.29714 0.47299 -0.372
C 1.16386 1.14756 0.30520 -0.292
C -0.38362 -0.75230 -0.55018 -0.451
H 1.19125 -0.38770 -1.73789 0.075
H 1.23402 0.44064 2.34452 0.112
H -0.82821 -1.61159 -0.03515 0.157
H -1.83998 1.46076 0.55135 0.084
H 1.90746 -0.71144 1.11028 0.113
H -0.91597 1.49419 2.05448 0.085
H -1.44246 -0.98776 -2.18860 0.082
H -0.84488 0.48888 -2.04289 0.085
H -1.82701 0.04084 1.62223 0.088
H 1.34829 -1.73310 -0.86341 0.074
```

***

The following is a DFT calculation (ωB97M-V/def2-TZVPD) of a cluster of 2 separate species, C4H4ClOP in total at a distorted geometry.

E_LUMO (spin up / spin down)   -2.42 / -2.22 eV
Calculated total energy   -1031.43960 a.u.
Highest occupied orbital energy (spin up / spin down)   -8.78 / -8.75 eV
Relative energy (zero: lowest compared OMol25 entry of this formula, charge and spin)   365.0 kJ/mol
Frontier orbital gap (spin up / spin down)   6.3580 / 6.5354 eV

XYZ file:
```
11
Properties=species:S:1:pos:R:3:lowdin_charge:R:1
Cl -5.05207 0.58017 -0.12759 -0.400
P -2.48808 -0.63768 -0.00098 0.892
O 0.11464 -1.29476 0.08199 -0.076
C 1.27811 0.65257 0.07034 0.000
C 1.42427 -0.78615 0.07844 -0.164
C -0.04540 0.91409 -0.11571 -0.057
C -0.75598 -0.30676 -0.10100 -0.682
H 2.08766 1.22859 -0.08240 0.090
H -0.37333 1.81453 -0.42734 0.084
H 2.07805 -1.26558 -0.59078 0.127
H 1.73212 -0.89900 1.21503 0.186
```

***

The following is a DFT calculation (ωB97M-V/def2-TZVPD) of the molecule C16H24 at a distorted geometry.

SMILES string   C=C(C)/C=C(\C)[C@@H]1C[C@H]2[C@H](C=C1C)C2(C)C
E_LUMO   0.88 eV
Calculated total energy   -623.84402 a.u.
Highest occupied orbital energy   -7.89 eV
Relative energy (zero: lowest compared OMol25 entry of this formula, charge and spin)   201.0 kJ/mol
Frontier orbital gap   8.7659 eV

XYZ file:
```
40
Properties=species:S:1:pos:R:3:lowdin_charge:R:1
C -0.93477 -0.75269 -0.43051 -0.215
C -0.96683 -0.77799 1.18367 -0.241
C 1.46691 -1.33004 -0.52856 -0.002
C -0.56469 4.06205 0.35751 -0.010
C -1.16076 -2.17007 1.64659 -0.070
C 0.01848 -1.86206 -2.50043 -0.066
C -1.46110 2.83883 0.85333 -0.373
C 3.98945 -1.82016 -0.03434 -0.098
C -0.62106 1.54455 1.09375 -0.181
C -0.78871 0.33054 1.95476 -0.004
C -1.19426 0.65894 -1.04039 -0.133
C 2.78264 -1.90129 -0.92986 -0.309
C -1.78684 1.47613 0.08422 -0.164
C 0.23939 -1.37289 -1.17757 -0.279
C 3.01301 -2.77281 -1.93934 0.039
C -2.48664 3.23490 1.73897 -0.079
H -0.82284 0.45686 3.03469 0.109
H 3.92787 -3.31766 -2.17003 0.072
H 4.49488 -2.81173 0.14339 0.089
H -2.78129 1.20045 0.17079 0.115
H -0.26762 -2.76504 1.40101 0.081
H 3.73801 -1.50329 1.03487 0.094
H -1.97665 0.54599 -1.88524 0.131
H 4.76800 -1.19105 -0.36994 0.052
H -0.94023 5.02509 0.56058 0.044
H 0.41387 3.93077 0.79622 0.068
H -1.93772 -2.70629 1.06147 0.087
H -1.81108 -1.32851 -0.67903 0.122
H 0.38657 1.60430 0.68614 0.135
H 0.95319 -1.45723 -3.02592 0.116
H 2.27944 -3.10753 -2.56241 -0.002
H -0.97403 -1.43273 -2.90361 0.113
H -2.89326 4.17747 1.48447 0.072
H -2.10254 3.43277 2.79126 0.127
H 1.42742 -0.85576 0.44273 0.099
H -3.26392 2.56266 1.75381 0.060
H 0.04289 -2.93933 -2.67718 0.087
H -0.55749 4.11119 -0.75764 0.088
H -1.38573 -2.16050 2.74578 0.095
H -0.26198 1.14317 -1.40804 0.130
```